DFT (wB97M-V/def2-TZVPD) results for 2 unconnected molecules or ions with the total composition C6H20N4Si2 in a non-equilibrium geometry.

## Properties
Spin multiplicity   1
DFT total energy   -28261.1420 eV
Kohn-Sham gap   9.498 eV
HOMO energy   -8.835 eV

CARTESIAN COORDINATES (ANGSTROEM)
1 C -1.83 2.29 1.30
2 C 1.24 2.55 0.44
3 C -0.96 2.00 -1.80
4 C 0.89 -2.50 1.50
5 C 0.83 -1.87 -1.79
6 C 3.28 -0.76 -0.08
7 N -5.14 -0.60 -0.10
8 N -4.21 -1.25 -0.07
9 N -3.09 -1.75 0.02
10 N 0.14 0.01 0.43
11 Si -0.35 1.63 0.03
12 Si 1.31 -1.26 0.04
13 H -2.34 3.16 0.87
14 H -2.53 1.47 1.45
15 H -1.40 2.44 2.23
16 H 1.14 3.70 0.57
17 H 1.49 2.07 1.39
18 H 2.29 2.37 -0.12
19 H -0.99 0.92 -2.26
20 H -1.85 2.56 -1.79
21 H -0.11 2.62 -2.28
22 H 1.51 -3.53 1.43
23 H 1.06 -2.04 2.45
24 H -0.20 -2.90 1.60
25 H 0.98 -1.07 -2.56
26 H 1.53 -2.72 -1.97
27 H -0.22 -2.10 -1.75
28 H 3.77 -0.79 -1.04
29 H 3.86 0.06 0.33
30 H 3.70 -1.63 0.58
31 H -0.60 -0.38 1.08
32 H -3.18 -2.70 -0.12



DFT (wB97M-V/def2-TZVPD) results for a molecular structure, C23H29N5O2S3Ta in a non-equilibrium geometry.

## Properties
Energy relative to the best compared isomer or geometry (same formula, charge and spin)   5.27 kcal/mol
Spin multiplicity   1
DFT total energy   -69903.3866 eV
Total charge   +3
Kohn-Sham gap   6.555 eV
HOMO energy   -16.071 eV

CARTESIAN COORDINATES (ANGSTROEM)
1 Ta 0.17 0.11 0.17
2 C -0.34 0.24 4.99
3 N 1.03 0.16 4.47
4 C 2.13 0.03 5.44
5 C 1.25 0.24 3.17
6 N 0.29 0.46 2.27
7 N 2.56 0.09 2.75
8 C 3.06 0.18 1.47
9 N 4.38 0.28 1.40
10 N 2.29 0.16 0.41
11 H -0.35 -0.19 5.99
12 H -1.02 -0.35 4.38
13 H -0.68 1.28 5.05
14 H 1.72 0.11 6.44
15 H 2.86 0.83 5.33
16 H 2.61 -0.95 5.36
17 H -0.58 0.71 2.72
18 H 3.24 -0.01 3.49
19 H 4.97 0.39 2.21
20 H 4.85 0.34 0.51
21 H 2.82 0.29 -0.45
22 S 0.03 0.35 -2.18
23 C -0.07 2.04 -2.61
24 C -0.13 2.41 -3.95
25 C -0.24 3.76 -4.27
26 C -0.29 4.71 -3.26
27 C -0.23 4.34 -1.92
28 C -0.12 2.99 -1.60
29 S 0.00 2.49 0.08
30 H -0.10 1.66 -4.73
31 H -0.29 4.06 -5.31
32 H -0.37 5.76 -3.51
33 H -0.27 5.08 -1.14
34 O -0.15 -1.80 -0.20
35 S -0.60 -2.89 -1.30
36 C -0.43 -4.43 -0.50
37 C 0.65 -4.76 0.32
38 C 0.73 -6.05 0.81
39 C -0.25 -6.99 0.48
40 C -1.33 -6.64 -0.33
41 C -1.43 -5.34 -0.82
42 C 0.74 -2.89 -2.44
43 C 0.38 -3.12 -3.76
44 C 1.39 -3.17 -4.72
45 C 2.71 -3.01 -4.34
46 C 3.05 -2.78 -3.01
47 C 2.06 -2.72 -2.04
48 H 1.41 -4.03 0.57
49 H 1.55 -6.33 1.45
50 H -0.18 -8.00 0.86
51 H -2.09 -7.37 -0.57
52 H -2.27 -5.06 -1.44
53 H -0.66 -3.25 -4.05
54 H 1.13 -3.35 -5.76
55 H 3.49 -3.06 -5.09
56 H 4.09 -2.68 -2.73
57 H 2.32 -2.56 -1.00
58 C -3.08 -0.41 -0.29
59 O -2.06 0.14 0.60
60 H -3.37 0.34 -1.02
61 H -3.94 -0.73 0.30
62 H -2.65 -1.27 -0.80
63 H -2.45 0.91 1.04



DFT (wB97M-V/def2-TZVPD) results for 7 unconnected molecules or ions with the total composition C24H66N4O11 in a non-equilibrium geometry.

## Properties
Energy relative to the best compared isomer or geometry (same formula, charge and spin)   178.08 kcal/mol
Spin multiplicity   1
DFT total energy   -54430.1321 eV
SMILES string   COCCNCCOC.COCCNCCOC.COCCNCCOC.COCCNCCOC.O.O.O
Kohn-Sham gap   8.386 eV
HOMO energy   -8.088 eV

CARTESIAN COORDINATES (ANGSTROEM)
1 C -0.44 0.36 7.08
2 O -0.37 1.59 7.82
3 C -0.75 1.29 9.16
4 C -0.60 2.45 10.23
5 N 0.67 2.43 10.89
6 C 0.97 3.70 11.57
7 C 2.21 3.66 12.52
8 O 3.39 3.85 11.79
9 C 3.89 5.18 11.77
10 H -0.28 0.54 6.02
11 H -1.39 -0.16 7.12
12 H 0.33 -0.31 7.47
13 H -0.20 0.42 9.51
14 H -1.83 1.09 9.13
15 H -1.35 2.15 10.97
16 H -0.84 3.35 9.66
17 H 1.34 2.08 10.22
18 H 0.21 4.02 12.28
19 H 0.84 4.56 10.92
20 H 2.10 2.74 13.10
21 H 2.25 4.34 13.37
22 H 3.72 5.63 12.75
23 H 3.35 5.82 11.06
24 H 4.95 5.19 11.54
25 C 4.14 9.56 -6.58
26 O 5.15 8.63 -6.44
27 C 4.78 7.29 -6.30
28 C 6.12 6.60 -5.87
29 N 5.93 5.17 -5.65
30 C 5.15 4.50 -6.78
31 C 5.43 3.02 -6.98
32 O 4.87 2.17 -6.06
33 C 5.20 2.41 -4.63
34 H 3.18 9.35 -7.05
35 H 4.61 10.49 -6.91
36 H 3.71 9.89 -5.63
37 H 4.28 6.88 -7.18
38 H 3.96 7.33 -5.58
39 H 6.53 6.85 -4.90
40 H 6.89 6.67 -6.65
41 H 6.72 4.64 -5.32
42 H 5.44 5.00 -7.71
43 H 4.08 4.62 -6.62
44 H 6.50 2.85 -6.98
45 H 5.13 2.76 -8.00
46 H 4.70 3.29 -4.23
47 H 6.26 2.61 -4.45
48 H 5.04 1.47 -4.10
49 C -2.16 -7.33 -5.44
50 O -1.49 -6.81 -4.30
51 C -0.05 -6.63 -4.52
52 C 0.68 -5.74 -3.36
53 N 0.38 -6.26 -2.08
54 C 1.05 -5.49 -1.01
55 C 2.54 -5.95 -0.80
56 O 3.36 -5.36 -1.82
57 C 4.69 -5.13 -1.48
58 H -1.91 -8.29 -5.90
59 H -2.04 -6.48 -6.11
60 H -3.21 -7.54 -5.23
61 H 0.19 -6.34 -5.54
62 H 0.40 -7.62 -4.58
63 H 0.59 -4.69 -3.65
64 H 1.73 -5.98 -3.52
65 H -0.60 -6.06 -2.19
66 H 0.53 -5.78 -0.09
67 H 0.90 -4.41 -1.05
68 H 2.58 -7.04 -0.76
69 H 2.93 -5.54 0.13
70 H 5.43 -4.80 -2.20
71 H 5.23 -6.01 -1.15
72 H 4.72 -4.45 -0.63
73 C -9.46 -6.75 -1.13
74 O -8.59 -5.74 -0.71
75 C -7.28 -5.72 -1.07
76 C -6.46 -4.67 -0.27
77 N -6.61 -3.31 -0.93
78 C -7.78 -2.66 -0.64
79 C -7.39 -1.29 0.04
80 O -6.30 -0.64 -0.68
81 C -6.01 0.69 -0.18
82 H -10.34 -6.12 -1.29
83 H -9.68 -7.63 -0.51
84 H -9.12 -7.16 -2.08
85 H -7.06 -5.46 -2.10
86 H -6.86 -6.72 -0.98
87 H -5.43 -4.98 -0.38
88 H -6.69 -4.57 0.80
89 H -5.81 -2.69 -0.89
90 H -8.44 -3.24 0.01
91 H -8.23 -2.40 -1.60
92 H -7.00 -1.41 1.05
93 H -8.27 -0.66 0.15
94 H -5.47 0.64 0.76
95 H -6.91 1.31 -0.08
96 H -5.50 1.35 -0.88
97 O -0.26 1.25 -0.35
98 H -1.22 1.27 -0.29
99 H -0.08 1.24 -1.29
100 O 3.20 6.29 -0.97
101 H 3.95 6.11 -1.53
102 H 2.50 5.74 -1.33
103 O -1.12 1.04 -4.61
104 H -1.85 1.67 -4.59
105 H -0.90 0.97 -5.54



DFT (wB97M-V/def2-TZVPD) results for H3NOSi in the gas phase in a non-equilibrium geometry.

## Properties
Energy relative to the best compared isomer or geometry (same formula, charge and spin)   93.01 kcal/mol
Spin multiplicity   1
DFT total energy   -11460.4760 eV
SMILES string   O=N[SiH3]
Kohn-Sham gap (alpha / beta)   8.435 / 8.420 eV
HOMO energy (alpha / beta)   -8.521 / -8.527 eV

CARTESIAN COORDINATES (ANGSTROEM)
1 O -2.17 -0.42 -0.07
2 N -1.29 0.41 -0.03
3 Si 0.58 -0.02 0.01
4 H 1.06 -1.38 -0.17
5 H 0.95 0.89 -1.07
6 H 0.86 0.53 1.33



DFT (wB97M-V/def2-TZVPD) results for a molecular structure, C33H45F4N2O3S2SbTi.

## Properties
Energy relative to the best compared isomer or geometry (same formula, charge and spin)   27.65 kcal/mol
Spin multiplicity   1
DFT total energy   -106252.9703 eV
Total charge   +2
Kohn-Sham gap   6.817 eV
HOMO energy   -12.934 eV

CARTESIAN COORDINATES (ANGSTROEM)
1 Ti 0.12 0.38 0.50
2 C 0.56 -1.33 5.01
3 C 0.66 -1.12 3.50
4 N 0.34 0.26 3.01
5 C 1.17 1.25 3.74
6 C 2.65 1.06 3.49
7 C -1.08 0.59 3.22
8 C -1.97 -0.37 2.44
9 N -1.29 -0.74 1.19
10 C -1.27 -2.11 0.90
11 C -0.06 -2.75 0.67
12 F 1.06 -1.97 0.70
13 C 0.03 -4.10 0.43
14 F 1.23 -4.65 0.22
15 C -1.11 -4.88 0.40
16 C -2.33 -4.26 0.61
17 F -3.45 -4.97 0.57
18 C -2.42 -2.90 0.85
19 F -3.61 -2.33 1.03
20 H 0.61 -2.40 5.22
21 H -0.38 -0.97 5.42
22 H 1.38 -0.86 5.56
23 H 0.00 -1.82 3.01
24 H 1.67 -1.35 3.16
25 H 0.95 1.17 4.81
26 H 0.85 2.24 3.44
27 H 3.08 0.27 4.11
28 H 3.19 1.98 3.73
29 H 2.84 0.83 2.45
30 H -1.24 1.62 2.88
31 H -1.36 0.58 4.28
32 H -2.93 0.11 2.22
33 H -2.18 -1.27 3.02
34 H -1.06 -5.94 0.21
35 O -0.51 0.02 -1.36
36 S -1.15 0.08 -2.75
37 C 0.23 0.41 -3.88
38 C 1.56 -0.23 -3.47
39 C 2.60 0.80 -3.05
40 C 3.77 0.19 -2.30
41 S 3.41 -0.09 -0.52
42 O 1.92 0.28 -0.42
43 C 4.33 1.22 0.23
44 C 5.36 0.83 1.07
45 C 6.14 1.80 1.68
46 C 5.85 3.14 1.46
47 C 4.80 3.52 0.62
48 C 4.03 2.56 0.00
49 C -1.52 -1.60 -3.15
50 C -2.60 -1.80 -4.00
51 C -2.93 -3.09 -4.37
52 C -2.20 -4.16 -3.88
53 C -1.13 -3.95 -3.01
54 C -0.78 -2.66 -2.64
55 H 0.29 1.50 -3.94
56 H -0.15 0.06 -4.84
57 H 1.94 -0.82 -4.31
58 H 1.39 -0.94 -2.66
59 H 2.13 1.58 -2.44
60 H 3.00 1.31 -3.93
61 H 4.66 0.82 -2.32
62 H 4.04 -0.79 -2.69
63 H 5.56 -0.22 1.24
64 H 6.95 1.52 2.33
65 H 6.45 3.90 1.93
66 H 4.60 4.57 0.45
67 H 3.22 2.83 -0.65
68 H -3.19 -0.96 -4.35
69 H -3.77 -3.27 -5.03
70 H -2.46 -5.17 -4.16
71 H -0.56 -4.79 -2.64
72 H 0.04 -2.49 -1.97
73 C -5.84 2.67 -0.50
74 Sb -3.89 1.84 -0.25
75 C -3.04 2.90 -1.92
76 C -4.32 -0.01 -1.24
77 H -6.15 2.60 -1.54
78 H -5.84 3.71 -0.20
79 H -6.55 2.13 0.12
80 H -3.46 2.54 -2.86
81 H -1.95 2.83 -1.97
82 H -3.30 3.95 -1.82
83 H -5.21 -0.44 -0.78
84 H -3.51 -0.74 -1.14
85 H -4.54 0.15 -2.30
86 C -0.69 3.79 0.60
87 C -0.16 2.42 0.70
88 O 0.94 2.12 1.17
89 H -0.49 4.13 -0.42
90 H -0.19 4.46 1.30
91 H -1.77 3.80 0.74



DFT (wB97M-V/def2-TZVPD) results for 2 unconnected molecules or ions with the total composition C4H10O in a non-equilibrium geometry.

## Properties
Energy relative to the best compared isomer or geometry (same formula, charge and spin)   22.30 kcal/mol
Spin multiplicity   1
DFT total energy   -6356.8358 eV
SMILES string   C/C=C/C.O
Kohn-Sham gap   9.982 eV
HOMO energy   -9.222 eV

CARTESIAN COORDINATES (ANGSTROEM)
1 C 0.57 0.27 1.72
2 C -0.63 -0.48 1.27
3 C -0.58 -1.58 0.54
4 C -1.80 -2.28 0.06
5 H 1.48 -0.03 1.18
6 H 0.83 0.11 2.76
7 H 0.56 1.32 1.46
8 H -1.60 -0.07 1.53
9 H 0.39 -1.92 0.21
10 H -2.55 -2.38 0.86
11 H -1.65 -3.28 -0.33
12 H -2.34 -1.71 -0.71
13 O 1.99 3.22 -2.98
14 H 1.63 2.88 -2.14
15 H 2.07 4.17 -2.86